ORCA calculation (the ωB97M-V functional and the def2-TZVPD basis) on 14 unconnected molecules or ions with the total composition C49H112F21N7O35S7 at a distorted geometry.

```
231
C49H112F21N7O35S7 | the Open Molecules 2025 dataset | the ωB97M-V functional and the def2-TZVPD basis
C -2.770 2.534 -7.316
O -1.658 3.353 -7.004
C -0.448 3.057 -7.541
C 0.603 4.092 -7.069
N 0.333 5.367 -7.740
H 1.206 5.851 -7.634
H 0.198 5.230 -8.759
C -0.833 6.216 -7.247
C -1.047 7.534 -8.002
O -1.629 7.252 -9.202
C -3.010 6.811 -9.088
H -2.671 1.471 -6.963
H -2.905 2.504 -8.423
H -3.668 2.956 -6.901
H -0.434 3.114 -8.658
H -0.129 2.057 -7.229
H 1.622 3.727 -7.182
H 0.491 4.291 -5.991
H -0.729 6.221 -6.121
H -1.741 5.619 -7.367
H -0.110 7.991 -8.303
H -1.637 8.246 -7.371
H -3.449 7.488 -8.353
H -3.109 5.772 -8.848
H -3.504 6.914 -10.075
C 0.235 -1.240 2.266
O 0.202 0.059 1.679
C 1.521 0.535 1.706
C 1.837 1.344 0.515
N 1.858 0.507 -0.733
H 2.456 -0.353 -0.560
H 0.972 0.207 -1.031
C 2.589 1.101 -1.856
C 2.217 2.514 -2.180
O 0.749 2.611 -2.311
C 0.262 3.899 -2.703
H 0.995 -1.898 1.759
H -0.734 -1.718 2.179
H 0.406 -1.102 3.345
H 2.188 -0.303 1.725
H 1.638 1.159 2.595
H 2.829 1.711 0.578
H 1.178 2.197 0.444
H 2.459 0.457 -2.722
H 3.586 1.059 -1.530
H 2.606 2.780 -3.185
H 2.606 3.218 -1.470
H 0.933 4.355 -3.502
H 0.209 4.677 -1.945
H -0.813 3.758 -3.040
C -5.654 -0.108 5.814
O -5.576 1.136 5.197
C -4.523 1.896 5.668
C -4.350 3.099 4.707
N -4.160 2.617 3.362
H -4.848 1.908 3.220
H -4.437 3.355 2.730
C -2.762 2.221 3.118
C -2.339 2.143 1.714
O -2.796 3.390 1.195
C -2.658 3.452 -0.190
H -4.681 -0.361 6.241
H -6.038 -0.820 5.085
H -6.285 -0.070 6.715
H -3.658 1.350 5.783
H -4.719 2.244 6.735
H -3.419 3.602 5.020
H -5.079 3.867 4.802
H -2.669 1.250 3.661
H -2.069 2.902 3.560
H -2.923 1.412 1.149
H -1.276 1.901 1.728
H -3.205 2.700 -0.780
H -1.653 3.469 -0.483
H -3.053 4.409 -0.461
C 7.192 -5.424 3.203
O 7.215 -4.059 2.835
C 6.335 -3.854 1.716
C 6.336 -2.372 1.288
N 6.562 -1.421 2.382
H 7.379 -1.770 2.937
H 6.808 -0.496 1.960
C 5.430 -1.038 3.305
C 4.822 -2.200 4.031
O 3.848 -2.787 3.226
C 3.366 -3.948 3.816
H 8.095 -5.581 3.761
H 7.066 -6.033 2.292
H 6.360 -5.731 3.921
H 5.377 -4.181 2.099
H 6.701 -4.595 1.005
H 5.560 -1.957 0.696
H 7.226 -2.241 0.679
H 4.638 -0.621 2.653
H 5.730 -0.224 3.934
H 4.308 -1.858 4.922
H 5.635 -2.797 4.353
H 2.557 -3.840 4.518
H 4.238 -4.513 4.241
H 2.945 -4.493 3.017
C 0.339 -9.179 -2.454
O 0.014 -8.228 -1.440
C 1.107 -8.087 -0.501
C 0.691 -7.137 0.634
N 0.263 -5.777 0.218
H 0.959 -5.137 -0.233
H -0.485 -5.940 -0.493
C -0.191 -5.054 1.429
C -1.606 -5.185 1.622
O -2.329 -4.613 0.515
C -2.234 -3.193 0.432
H 0.470 -10.171 -1.923
H 1.226 -8.812 -3.009
H -0.453 -9.199 -3.176
H 1.987 -7.764 -1.030
H 1.319 -9.050 -0.010
H 1.594 -7.032 1.228
H -0.116 -7.541 1.260
H 0.086 -4.018 1.309
H 0.373 -5.378 2.283
H -1.923 -4.801 2.597
H -1.844 -6.309 1.475
H -2.294 -2.708 1.431
H -3.186 -2.840 -0.004
H -1.294 -2.789 -0.083
C -4.656 -5.381 -2.254
O -4.891 -4.010 -1.912
C -5.082 -3.199 -3.026
C -4.999 -1.691 -2.790
N -3.750 -1.344 -1.924
H -4.114 -1.163 -0.976
H -3.084 -2.074 -1.919
C -3.027 -0.174 -2.495
C -1.830 0.248 -1.700
O -0.831 -0.745 -1.545
C -0.363 -1.336 -2.731
H -4.136 -5.428 -3.221
H -5.588 -5.907 -2.330
H -4.093 -5.856 -1.439
H -6.128 -3.254 -3.353
H -4.330 -3.402 -3.783
H -5.792 -1.261 -2.217
H -4.845 -1.299 -3.800
H -3.703 0.656 -2.649
H -2.677 -0.445 -3.515
H -2.038 0.430 -0.622
H -1.398 1.128 -2.176
H 0.516 -1.892 -2.523
H -0.229 -0.517 -3.454
H -1.127 -2.004 -3.221
C -1.878 6.322 6.782
O -0.631 5.684 7.049
C 0.366 6.092 6.113
C 1.426 5.015 6.239
N 0.763 3.748 5.826
H -0.007 3.501 6.484
H 0.402 3.859 4.850
C 1.546 2.526 5.813
C 0.645 1.307 5.588
O -0.410 1.313 6.517
C -0.225 0.427 7.637
H -2.172 6.131 5.746
H -1.811 7.409 6.947
H -2.536 5.827 7.475
H 0.795 7.102 6.338
H -0.018 6.153 5.085
H 1.683 4.928 7.317
H 2.359 5.212 5.683
H 2.108 2.469 6.767
H 2.308 2.565 5.003
H 1.243 0.415 5.721
H 0.190 1.259 4.611
H 0.823 0.395 8.062
H -0.354 -0.634 7.295
H -0.949 0.683 8.399
C -0.621 6.397 2.101
F -1.734 6.104 1.412
F 0.172 7.229 1.331
F -0.880 7.068 3.197
S 0.346 4.935 2.435
O -0.614 4.238 3.376
O 0.561 4.254 1.205
O 1.552 5.321 3.156
C 3.855 1.094 -6.313
F 3.447 -0.083 -6.817
F 2.835 1.549 -5.524
F 4.908 0.907 -5.487
S 4.253 2.414 -7.656
O 4.742 3.443 -6.790
O 5.329 1.913 -8.505
O 3.065 2.771 -8.455
C -1.166 -2.923 -6.327
F -1.112 -1.597 -6.677
F -0.633 -3.594 -7.347
F -0.396 -3.114 -5.204
S -2.900 -3.330 -5.994
O -3.029 -4.580 -5.219
O -3.267 -2.166 -5.211
O -3.540 -3.391 -7.266
C 3.260 -3.374 -2.391
F 2.673 -4.487 -2.894
F 4.537 -3.499 -2.472
F 2.832 -2.326 -3.186
S 2.654 -3.150 -0.706
O 1.194 -3.288 -0.813
O 3.298 -4.153 0.064
O 3.166 -1.817 -0.322
C -5.754 -0.495 1.434
F -6.955 -1.011 1.648
F -5.324 -0.162 2.729
F -4.856 -1.370 0.971
S -5.885 0.945 0.349
O -7.055 0.694 -0.432
O -5.954 2.090 1.195
O -4.597 0.835 -0.305
C -1.356 -4.402 6.265
F -1.799 -5.661 5.930
F -2.431 -3.857 6.936
F -0.341 -4.637 7.122
S -0.945 -3.384 4.788
O -2.114 -3.390 3.989
O -0.714 -2.047 5.311
O 0.168 -4.092 4.248
C 6.540 0.262 -1.567
F 7.692 0.996 -1.780
F 5.652 0.510 -2.570
F 6.803 -1.043 -1.445
S 5.971 1.007 -0.042
O 7.114 0.861 0.807
O 5.732 2.403 -0.305
O 4.824 0.206 0.457
```

## Properties
gap between HOMO and LUMO	7.985	eV
maximum force	3.77	eV Å⁻¹
molar mass	1982.9	g/mol
ΔE to the lowest compared entry with this formula, charge and spin	0.0	kJ/mol